Record 1
10 unconnected molecules or ions with the total composition H20O10 at a distorted geometry. Source: the OMol25 dataset; level of theory: ωB97M-V with the def2-TZVPD basis set.

* LUMO level: -0.35 eV
* frontier orbital gap: 10.72 eV
* E_tot: -20797.0542 eV
* SMILES: O.O.O.O.O.O.O.O.O.O
* energy above the lowest of the compared OMol25 structures with the same formula, charge and spin: 128.2 kcal per mole
* highest occupied orbital energy: -11.08 eV

The geometry in XYZ format:
```
30
Properties=species:S:1:pos:R:3:forces:R:3
O 3.052 2.335 0.490 -4.26 -3.56 -1.17
H 3.541 1.752 0.996 1.89 -1.19 1.64
H 3.408 3.131 0.354 2.54 4.54 -0.46
O -0.552 0.659 -1.389 2.66 -1.12 -2.64
H -0.883 0.963 -0.575 0.08 0.43 1.81
H 0.447 0.466 -1.387 -2.58 0.64 0.63
O 1.387 -3.117 0.192 -0.92 -3.66 -0.37
H 1.445 -4.057 -0.271 -0.07 3.29 1.46
H 2.019 -2.526 -0.232 0.26 -0.27 -0.34
O -4.230 0.326 -1.518 2.48 0.36 2.77
H -4.015 -0.606 -1.563 -0.41 -0.68 -0.60
H -3.575 0.499 -0.723 -2.15 0.30 -2.08
O -0.790 -0.977 0.972 -2.78 -1.55 3.80
H -1.003 -1.727 1.686 0.23 2.53 -2.25
H -0.003 -1.346 0.675 2.60 -1.27 -1.59
O 2.672 -1.578 -1.259 0.11 1.77 -1.22
H 3.045 -0.709 -1.018 -0.04 -0.51 -0.13
H 2.052 -1.379 -1.997 0.57 -0.39 0.59
O -2.826 1.596 1.380 2.26 -0.45 2.04
H -2.510 1.624 2.359 -1.12 0.02 -2.45
H -1.957 1.355 0.965 -1.19 0.44 0.54
O 1.292 0.054 3.019 -2.84 -0.14 4.79
H 0.504 -0.082 3.807 3.66 0.70 -3.10
H 0.756 -0.210 2.299 -0.87 -0.42 -1.69
O -1.343 -1.770 -3.146 -0.83 0.11 -0.42
H -2.158 -1.494 -3.654 1.42 -0.14 1.39
H -1.324 -1.387 -2.246 -0.51 0.14 -0.95
O 0.307 3.031 0.609 -0.60 -1.46 -4.44
H 0.680 2.769 1.440 0.91 -0.94 0.07
H 0.560 2.405 -0.265 -0.51 2.48 4.37
```
Forces are in eV/Å.

Record 2
A molecular structure, C52H59BN6O2W at a distorted geometry. Source: the OMol25 dataset; level of theory: ωB97M-V with the def2-TZVPD basis set.

* net charge: +2
* LUMO level: -7.31 eV
* frontier orbital gap: 5.25 eV
* E_tot: -70407.7498 eV
* highest occupied orbital energy: -12.56 eV

The geometry in XYZ format:
```
121
Properties=species:S:1:pos:R:3:forces:R:3
W -0.637 -0.944 0.223 -0.64 0.33 0.76
C -0.852 1.876 5.298 -0.01 0.01 0.03
C -1.292 0.570 5.483 0.00 0.00 0.01
C -1.280 -0.323 4.425 0.05 0.00 0.05
C -0.815 0.118 3.192 0.15 -0.08 -0.04
C -0.389 1.418 2.987 -0.01 0.08 0.03
C -0.408 2.300 4.053 -0.02 0.02 -0.03
N -0.783 -0.801 2.112 0.04 -0.08 -0.20
N -1.933 -1.512 1.918 0.00 -0.20 0.07
C -1.802 -2.850 1.505 -0.01 0.05 0.05
C -2.645 -3.869 1.906 0.05 0.01 0.00
C -2.435 -5.102 1.322 -0.02 -0.05 0.00
C -1.454 -5.263 0.336 0.01 -0.03 -0.01
C -0.702 -4.190 -0.063 0.00 0.04 0.08
N -0.880 -2.991 0.539 0.03 -0.07 -0.15
H -0.864 2.568 6.130 0.00 -0.01 -0.01
H -1.642 0.246 6.454 0.00 0.01 -0.01
H -1.608 -1.346 4.554 0.00 0.01 -0.02
H -0.078 1.741 2.004 0.03 0.01 -0.05
H -0.084 3.323 3.907 -0.01 -0.01 0.01
H -3.409 -3.685 2.648 0.01 0.00 -0.01
H -3.038 -5.951 1.618 0.00 0.01 0.01
H -1.293 -6.221 -0.137 0.00 0.00 0.01
H 0.032 -4.248 -0.852 0.00 -0.01 0.00
C 0.296 -3.782 -3.919 -0.05 0.01 -0.02
C 1.722 -3.536 -3.420 0.00 -0.01 0.03
C 2.750 -3.913 -4.489 0.01 -0.03 -0.02
C 1.992 -4.282 -2.126 0.00 -0.03 0.03
C 1.867 -5.669 -2.087 0.02 0.00 -0.03
C 2.078 -6.372 -0.911 0.00 -0.02 -0.02
C 2.437 -5.701 0.246 0.01 0.02 0.03
C 2.589 -4.317 0.259 -0.02 -0.03 -0.01
C 3.039 -3.619 1.531 0.02 0.02 -0.04
C 2.002 -3.750 2.649 -0.03 -0.02 0.04
C 4.402 -4.149 1.985 -0.01 -0.04 0.02
C 2.339 -3.632 -0.935 -0.10 0.03 0.01
N 2.393 -2.201 -0.921 0.15 0.05 -0.06
B 1.487 -1.243 -0.383 -0.08 0.00 -0.07
N 2.100 0.023 -0.639 0.10 -0.02 -0.02
C 3.304 -0.186 -1.291 -0.03 0.07 0.06
C 3.475 -1.519 -1.456 -0.02 -0.07 -0.02
C 1.702 1.295 -0.111 0.01 -0.02 -0.02
C 0.737 2.074 -0.770 0.04 0.03 -0.02
C 0.415 3.315 -0.205 -0.03 -0.02 -0.02
C 1.095 3.797 0.895 -0.01 0.01 0.04
C 2.090 3.033 1.495 -0.03 -0.04 0.04
C 2.393 1.764 1.030 -0.04 0.03 0.01
C 3.450 0.932 1.735 0.01 0.00 -0.02
C 4.788 1.672 1.788 0.01 0.03 0.02
C 2.989 0.523 3.136 -0.01 -0.01 0.05
C 0.130 1.817 -2.144 0.02 0.00 -0.01
C 0.000 0.383 -2.634 0.03 -0.06 0.10
C 0.920 2.614 -3.193 0.00 0.01 -0.03
H 0.105 -3.198 -4.821 0.01 -0.01 0.01
H -0.452 -3.496 -3.172 0.02 0.00 0.00
H 0.132 -4.832 -4.170 0.01 0.01 0.01
H 1.815 -2.467 -3.227 0.04 0.02 0.01
H 2.667 -4.968 -4.756 0.00 0.02 0.01
H 3.770 -3.740 -4.143 -0.02 0.01 0.00
H 2.592 -3.328 -5.396 0.00 0.00 0.01
H 1.604 -6.206 -2.991 0.01 0.01 0.02
H 1.981 -7.450 -0.902 0.00 0.03 0.00
H 2.619 -6.265 1.154 0.00 0.01 -0.02
H 3.157 -2.555 1.312 0.02 -0.02 0.02
H 1.729 -4.794 2.818 0.02 0.01 0.00
H 1.089 -3.196 2.414 0.00 -0.01 -0.02
H 2.399 -3.358 3.587 0.00 0.02 -0.02
H 4.338 -5.191 2.304 0.00 0.01 -0.01
H 4.769 -3.569 2.832 0.00 -0.01 -0.01
H 5.139 -4.091 1.183 -0.01 0.01 0.01
H 3.959 0.628 -1.559 -0.01 -0.03 0.00
H 4.295 -2.047 -1.916 -0.01 0.01 0.00
H -0.340 3.930 -0.685 0.04 -0.01 0.01
H 0.861 4.782 1.282 0.00 -0.02 -0.01
H 2.622 3.426 2.353 -0.01 -0.01 -0.02
H 3.604 0.013 1.169 0.00 0.00 -0.01
H 4.723 2.571 2.404 0.00 -0.02 -0.01
H 5.121 1.974 0.794 -0.01 -0.02 0.01
H 5.555 1.032 2.224 -0.01 0.00 -0.01
H 2.798 1.393 3.768 0.00 -0.01 -0.02
H 3.761 -0.077 3.621 -0.01 0.01 -0.01
H 2.073 -0.073 3.102 0.02 0.01 -0.01
H -0.877 2.241 -2.093 -0.03 0.02 -0.01
H 0.937 -0.044 -2.987 0.01 0.03 -0.04
H -0.764 0.293 -3.406 0.04 0.04 -0.06
H -0.329 -0.306 -1.833 -0.06 -0.11 -0.16
H 1.948 2.250 -3.253 -0.02 0.01 0.01
H 0.947 3.674 -2.945 -0.01 -0.01 0.00
H 0.464 2.504 -4.179 0.00 0.00 0.01
C -2.280 7.384 1.050 0.00 0.02 0.04
C -2.525 6.401 -0.063 0.01 0.00 -0.01
C -2.488 6.844 -1.382 0.01 0.01 0.02
C -2.725 5.980 -2.439 0.01 -0.01 -0.03
C -3.008 4.650 -2.189 0.04 0.00 -0.01
C -3.069 4.204 -0.874 -0.10 0.03 0.02
N -3.307 2.825 -0.600 0.11 0.01 0.01
C -4.113 1.982 -1.276 -0.05 -0.01 -0.05
C -5.214 2.462 -2.025 0.03 -0.01 0.05
C -6.044 1.594 -2.677 -0.04 0.00 -0.03
C -5.839 0.194 -2.663 -0.02 -0.01 -0.01
C -4.780 -0.304 -1.978 0.01 0.00 0.00
C -3.894 0.565 -1.275 -0.03 0.04 -0.05
C -2.737 0.010 -0.728 0.29 -0.06 -0.11
O -2.306 -1.214 -0.933 -0.01 -0.03 -0.03
O -1.857 0.657 0.000 0.06 0.13 -0.10
C -2.816 5.056 0.205 -0.05 0.02 -0.05
C -2.892 4.547 1.620 0.04 0.00 0.08
H -2.090 8.376 0.648 -0.01 0.00 0.00
H -1.419 7.105 1.662 0.00 -0.01 -0.02
H -3.142 7.452 1.718 0.01 0.00 -0.01
H -2.273 7.886 -1.581 0.00 -0.01 0.00
H -2.682 6.342 -3.458 0.00 0.00 0.01
H -3.175 3.961 -3.008 0.00 0.00 0.03
H -2.669 2.412 0.060 0.00 -0.03 0.00
H -5.414 3.523 -2.042 0.01 -0.01 0.01
H -6.896 1.995 -3.212 0.02 -0.01 0.01
H -6.519 -0.461 -3.189 0.00 0.01 0.00
H -4.583 -1.368 -1.948 0.00 0.01 0.00
H -2.468 3.548 1.740 0.01 -0.02 -0.03
H -3.927 4.500 1.969 0.01 -0.02 -0.03
H -2.349 5.198 2.300 -0.03 0.01 0.00
```
Forces are in eV/Å.

Record 3
A molecular structure, C17H16N4O7PdS. Source: the OMol25 dataset; level of theory: ωB97M-V with the def2-TZVPD basis set.

* LUMO level: -3.21 eV
* frontier orbital gap: 4.73 eV
* E_tot: -52493.3679 eV
* highest occupied orbital energy: -7.94 eV

The geometry in XYZ format:
```
46
Properties=species:S:1:pos:R:3:forces:R:3
Pd 0.231 -0.436 -0.783 -0.31 -0.15 0.52
O -0.100 -0.259 6.155 0.03 -0.24 -0.02
C 0.919 -0.055 5.482 -0.15 0.67 0.05
O 2.087 0.228 5.779 0.08 -0.22 -0.03
C 0.655 -0.055 3.945 0.04 -0.23 0.03
C -0.609 -0.323 3.440 -0.01 0.00 -0.03
C -0.806 -0.383 2.073 -0.10 -0.01 -0.01
N 0.203 -0.185 1.223 0.03 0.26 -0.17
C 1.437 0.101 1.696 0.06 -0.03 -0.01
C 1.691 0.179 3.044 0.02 0.00 -0.05
C 2.518 0.280 0.667 0.09 0.08 0.10
O 3.649 0.579 0.928 -0.05 -0.01 -0.03
O 2.107 0.072 -0.590 0.00 -0.12 -0.09
H -1.416 -0.492 4.141 0.00 -0.01 -0.01
H -1.774 -0.599 1.640 0.01 0.01 0.00
H 2.683 0.397 3.418 0.00 -0.01 0.00
C 1.517 2.150 -2.839 -0.01 0.02 0.31
C 0.537 1.064 -3.019 0.07 0.44 -0.31
C -0.779 1.252 -3.634 -0.13 -0.06 0.24
O 0.936 -0.160 -2.893 0.39 -0.30 -0.46
C -0.491 3.657 -0.747 -0.21 0.28 -0.09
O -0.283 4.732 -1.119 0.05 -0.08 0.09
O -0.688 2.562 -0.418 0.10 -0.05 0.12
H 2.063 2.232 -3.787 0.04 0.01 -0.02
H 2.222 1.910 -2.039 0.01 -0.01 -0.08
H 1.039 3.107 -2.649 -0.03 -0.02 -0.14
H -0.590 1.268 -4.715 -0.02 0.04 -0.04
H -1.244 2.195 -3.351 0.06 0.00 -0.03
H -1.445 0.420 -3.416 0.04 -0.04 -0.09
H 1.882 -0.203 -2.597 -0.17 -0.05 0.21
N -1.745 -0.807 -1.154 0.09 0.06 -0.12
C -2.572 0.010 -0.970 -0.07 0.05 0.46
C -3.496 0.990 -0.756 0.28 -0.17 -0.22
C -4.378 0.946 0.357 -0.03 0.06 -0.02
N -5.091 0.912 1.259 0.01 -0.03 0.01
C -3.409 2.100 -1.634 -0.52 0.14 0.01
N -3.341 2.992 -2.362 0.24 -0.05 0.02
C 1.902 -3.283 0.526 -0.05 0.07 0.00
S 0.927 -3.033 -0.970 0.08 -0.36 -0.12
C -0.587 -3.895 -0.510 0.03 0.07 0.03
H 1.366 -2.916 1.401 0.02 0.02 -0.01
H 2.834 -2.732 0.411 -0.01 0.00 0.00
H 2.127 -4.340 0.647 0.00 -0.01 0.00
H -0.396 -4.961 -0.413 0.01 -0.01 -0.01
H -1.317 -3.722 -1.297 0.00 0.00 0.00
H -0.974 -3.498 0.429 -0.01 0.01 -0.01
```
Forces are in eV/Å.

Record 4
A gas-phase ion, C4H6N3S2 (charge -1) at a distorted geometry. Source: the OMol25 dataset; level of theory: ωB97M-V with the def2-TZVPD basis set.

* net charge: -1
* LUMO level (alpha / beta): 3.44 / 2.02 eV
* expectation value of S²: 2.009
* frontier orbital gap (alpha / beta): 3.75 / 5.27 eV
* spin multiplicity: 3
* E_tot: -30383.3743 eV
* highest occupied orbital energy (alpha / beta): -0.31 / -3.25 eV

The geometry in XYZ format:
```
15
Properties=species:S:1:pos:R:3:forces:R:3
C -0.001 -1.261 -0.180 2.64 3.26 -0.14
C 0.897 0.777 0.011 0.98 1.52 -0.38
C -1.127 -2.217 -0.231 1.60 -2.20 -0.39
C 1.145 2.203 0.145 -2.09 -0.06 1.39
N 1.317 -1.379 -0.349 -2.24 -5.21 -0.46
N -0.260 0.112 0.042 -0.79 -2.94 -0.35
N 1.917 -0.214 -0.201 0.10 1.95 0.12
S -1.790 0.684 0.352 -1.68 1.09 0.37
S 3.502 0.058 -0.200 0.45 -0.17 0.03
H -0.744 -3.292 -0.045 -0.58 1.72 -0.26
H -1.827 -1.905 0.513 -0.56 0.04 0.47
H -1.624 -2.195 -1.210 0.12 0.11 0.24
H 0.149 2.577 0.526 0.95 -0.05 -0.31
H 1.841 2.262 0.970 0.63 0.91 0.01
H 1.392 2.812 -0.718 0.46 0.02 -0.36
```
Forces are in eV/Å.

Number 1 is which compound?
H20O10